{"formula": "C24H60In2N4NaO12P", "method": "the ωB97M-V functional and the def2-TZVPD basis", "e_above_lowest_ev": 1.5131, "e_lumo_ev": -15.91, "gap_ev": 2.1, "charge": 4, "elements": ["In", "In", "Na", "P", "O", "O", "O", "O", "C", "O", "C", "C", "N", "C", "C", "O", "C", "H", "H", "H", "H", "H", "H", "H", "H", "H", "H", "H", "H", "H", "H", "H", "C", "O", "C", "C", "N", "C", "C", "O", "C", "H", "H", "H", "H", "H", "H", "H", "H", "H", "H", "H", "H", "H", "H", "H", "C", "O", "C", "C", "N", "C", "C", "O", "C", "H", "H", "H", "H", "H", "H", "H", "H", "H", "H", "H", "H", "H", "H", "H", "C", "O", "C", "C", "N", "C", "C", "O", "C", "H", "H", "H", "H", "H", "H", "H", "H", "H", "H", "H", "H", "H", "H", "H"], "xyz": [[-5.457602, 6.932938, 2.857788], [-5.202649, 7.109773, 7.263493], [-4.722532, 3.276585, 3.736249], [-6.888835, 5.079674, 5.349102], [-7.454055, 4.062555, 4.330194], [-7.193115, 6.583063, 4.953367], [-5.365911, 5.208076, 5.103436], [-7.070830, 5.051933, 6.879790], [-10.747310, -1.163906, 3.522280], [-9.633839, -0.431345, 3.042523], [-8.644320, -0.188743, 4.005657], [-7.453740, 0.446741, 3.244863], [-6.546768, 1.296576, 4.004399], [-6.055873, 0.780200, 5.273751], [-4.660271, 0.102459, 5.334298], [-3.668970, 1.036517, 4.936900], [-2.333618, 0.492337, 5.147555], [-10.542212, -2.225913, 3.716437], [-11.533728, -1.175191, 2.775708], [-10.998339, -0.780050, 4.518532], [-8.282822, -1.136323, 4.419345], [-9.087672, 0.476908, 4.753897], [-7.838561, 1.037220, 2.410936], [-6.953038, -0.411707, 2.791000], [-7.075652, 2.153509, 4.145097], [-6.786104, 0.081845, 5.692712], [-5.903530, 1.647993, 5.927800], [-4.534421, -0.780504, 4.702543], [-4.549009, -0.167186, 6.390079], [-2.139973, -0.287743, 4.409600], [-2.296428, 0.226629, 6.200137], [-1.667340, 1.289317, 4.819024], [-10.928899, 3.668369, -0.646492], [-9.794488, 4.342596, -0.085935], [-8.968823, 3.546543, 0.722040], [-7.743240, 4.434586, 1.076050], [-7.911175, 5.471687, 2.050703], [-9.118652, 6.307766, 1.879222], [-9.128318, 7.442894, 2.878308], [-7.994560, 8.257435, 2.711872], [-7.954469, 9.196356, 3.781179], [-10.629774, 3.375338, -1.656611], [-11.832629, 4.268184, -0.669344], [-11.105643, 2.733717, -0.106373], [-8.608022, 2.698685, 0.124209], [-9.565309, 3.081077, 1.516581], [-7.574375, 4.920452, 0.108824], [-6.921781, 3.770407, 1.342964], [-8.006736, 5.035163, 2.988148], [-9.961618, 5.624356, 2.043701], [-9.285331, 6.631459, 0.851585], [-9.031819, 6.901614, 3.848259], [-10.066705, 7.973044, 3.053100], [-8.863242, 9.767620, 3.961396], [-7.131912, 9.899752, 3.638302], [-7.638556, 8.694128, 4.706883], [-2.281098, 4.789718, 7.248244], [-3.322965, 4.903251, 8.210345], [-3.705118, 3.669380, 8.736037], [-4.749004, 3.855979, 9.829832], [-5.756117, 4.817183, 9.476951], [-6.730175, 5.210444, 10.470680], [-7.595089, 6.345467, 9.977557], [-6.757790, 7.414555, 9.615091], [-6.349634, 8.275750, 10.678160], [-1.898660, 5.727565, 6.851585], [-2.659062, 4.231903, 6.384470], [-1.452233, 4.250585, 7.707462], [-2.938720, 2.905308, 8.879569], [-4.308085, 3.138709, 7.965774], [-4.252689, 4.184222, 10.751519], [-5.238074, 2.932627, 10.182036], [-6.303974, 4.512622, 8.663144], [-6.235023, 5.432430, 11.421286], [-7.325040, 4.295863, 10.692326], [-8.435808, 6.533696, 10.643204], [-7.968478, 5.952082, 9.024507], [-7.158987, 8.897692, 11.058589], [-5.514502, 8.897086, 10.359817], [-5.944536, 7.695501, 11.513445], [-10.648792, 2.962813, 4.798231], [-10.650140, 2.514754, 6.124793], [-9.408633, 2.469988, 6.763576], [-9.585783, 1.761138, 8.124481], [-10.738179, 2.155557, 8.889809], [-10.484554, 2.524172, 10.264137], [-11.772676, 3.260682, 10.707766], [-11.902546, 3.051245, 12.084484], [-13.102208, 3.463598, 12.710587], [-10.059675, 2.356007, 4.106179], [-10.479449, 4.030816, 4.610996], [-11.682066, 2.875409, 4.444819], [-9.107035, 3.494044, 7.050703], [-8.531757, 2.134495, 6.208956], [-8.637322, 1.794634, 8.663019], [-9.755421, 0.695713, 7.871809], [-11.241638, 2.868659, 8.352858], [-9.573495, 3.106808, 10.443297], [-10.525376, 1.582663, 10.829800], [-12.659200, 2.791197, 10.249614], [-11.783811, 4.337184, 10.490068], [-13.714781, 4.285586, 12.337883], [-12.844440, 3.677796, 13.749368], [-13.731539, 2.562278, 12.772145]], "forces_ev_per_angstrom": [[-1.2, -0.3, 0.2], [-0.3, -0.5, 0.5], [-0.1, -0.7, 0.4], [-1.3, 0.4, 0.5], [0.2, 1.0, 2.0], [0.0, -0.5, -0.9], [1.9, 0.3, -0.9], [-0.2, -1.0, -1.2], [0.4, -0.7, 0.6], [-0.2, 0.0, -0.3], [0.3, -0.1, -0.9], [0.0, -0.6, -0.3], [-0.1, 0.2, -0.4], [0.7, -0.2, 0.0], [-0.6, 0.4, -0.7], [-0.1, 0.3, 0.1], [-0.9, 1.0, -1.0], [0.5, 0.0, -0.2], [-0.1, 0.5, 0.1], [-0.6, 0.3, -0.2], [-0.4, 0.1, 0.5], [0.3, 0.0, 0.5], [-0.1, 0.0, 0.1], [0.3, 0.2, 0.0], [0.2, 0.1, 0.4], [0.1, 0.1, 0.4], [-0.4, 0.0, 0.2], [-0.4, -0.2, 0.1], [0.3, -0.2, 0.0], [-0.2, -0.5, 0.5], [0.7, -0.3, -0.1], [0.2, 0.1, 0.7], [0.6, -1.0, -0.3], [-0.4, 0.5, 0.4], [-0.7, 0.1, -0.6], [0.1, -0.4, -1.2], [-1.8, 0.0, 0.7], [0.5, 0.6, -0.7], [0.6, -1.6, 0.5], [-0.6, 0.4, 0.5], [1.3, 0.6, 0.9], [-0.3, 0.1, -0.1], [0.2, 0.3, 0.1], [-0.2, 0.1, 0.1], [0.5, 0.1, 0.1], [0.2, 0.3, 0.5], [0.4, -0.2, 0.0], [0.1, 0.2, 0.1], [0.8, 0.1, 0.1], [-0.2, 0.0, 0.2], [0.4, 0.1, -0.1], [0.4, 0.3, 0.6], [0.0, 0.3, -0.8], [-0.2, -0.3, -0.4], [-0.1, 0.1, -0.7], [-0.6, -0.2, 0.0], [0.1, -0.9, -0.2], [0.4, 1.1, 0.3], [-2.4, -1.4, -1.7], [1.4, 0.8, 1.7], [-1.3, -0.7, -0.3], [1.1, -0.4, 1.1], [0.4, -1.1, -1.3], [-0.3, 0.7, -0.2], [0.5, -0.1, 0.9], [-0.4, 0.4, 0.6], [0.1, -0.2, 0.0], [0.2, 0.0, -0.2], [0.5, 0.7, 0.9], [0.2, 0.2, -0.4], [-0.1, 0.3, 0.0], [0.1, -0.4, -0.5], [0.6, 0.4, -0.5], [0.1, 0.0, -0.1], [-0.4, 0.1, 0.0], [0.2, 0.5, 0.2], [-0.5, 0.4, 0.0], [-0.1, 0.0, -0.2], [-0.2, 0.1, -0.4], [-0.2, -0.1, 0.0], [-1.5, 0.2, -1.7], [0.7, -0.1, 0.4], [-0.4, 1.4, 1.0], [-0.3, -1.4, -0.7], [2.8, 2.3, -0.6], [-2.8, -0.3, 0.0], [-0.2, -0.3, 0.8], [0.4, 0.7, -0.4], [-0.3, -0.7, 1.3], [0.4, 0.0, 0.3], [0.7, 0.0, 0.7], [0.0, -0.4, 0.2], [-0.1, 0.2, 0.0], [-0.4, -0.7, -0.3], [-0.2, 0.0, 0.5], [0.2, -0.2, -0.1], [-0.8, -0.5, 0.0], [0.3, -0.2, -0.1], [0.7, 0.1, 0.3], [0.2, 0.0, -0.5], [0.0, 0.0, -0.2], [0.6, 0.0, -0.8], [0.1, 0.0, 0.0], [-0.2, 0.0, -0.1]], "lowdin_charge": [1.194, 1.168, 0.526, 0.011, -0.352, -0.384, -0.447, -0.373, -0.056, -0.158, -0.219, -0.151, -0.058, -0.182, -0.196, -0.249, -0.031, 0.109, 0.105, 0.091, 0.138, 0.098, 0.114, 0.137, 0.040, 0.116, 0.112, 0.139, 0.129, 0.104, 0.098, 0.092, -0.027, -0.191, -0.190, -0.146, 0.002, -0.104, -0.183, -0.219, -0.072, 0.112, 0.103, 0.094, 0.151, 0.124, 0.151, 0.122, 0.059, 0.159, 0.154, 0.126, 0.164, 0.120, 0.113, 0.076, -0.066, -0.266, -0.207, -0.139, 0.032, -0.155, -0.202, -0.321, -0.049, 0.100, 0.082, 0.111, 0.148, 0.120, 0.149, 0.155, 0.092, 0.142, 0.144, 0.146, 0.108, 0.109, 0.100, 0.098, -0.080, -0.126, -0.193, -0.109, 0.116, -0.105, -0.177, -0.081, -0.016, 0.081, 0.093, 0.112, 0.122, 0.107, 0.140, 0.175, 0.159, 0.132, 0.169, 0.158, 0.152, 0.118, 0.120, 0.135]}